Computed, not measured: a 12-piece molecular cluster, C11H44F6O11P overall, with the ωB97M-V functional and the def2-TZVPD basis.

```
73
Properties=species:S:1:pos:R:3:forces:R:3:mulliken_charge:R:1
P -0.199 0.594 -0.812 -1.015 -0.352 0.215 1.608
F 0.368 -0.917 -0.817 0.102 -0.004 -0.361 -0.445
F -0.836 2.084 -0.724 0.392 -0.333 -0.213 -0.382
F 0.886 0.949 0.350 -0.239 0.274 -0.221 -0.516
F -1.231 0.187 0.411 -0.040 0.019 -0.405 -0.612
F -1.341 0.134 -1.901 0.804 0.468 0.317 -0.395
F 0.842 1.073 -1.960 -0.604 -0.358 0.450 -0.378
O 0.596 4.371 -1.415 2.808 0.725 0.998 -0.520
O -0.525 -2.700 -3.639 -1.427 -0.234 0.567 -0.538
O -2.586 -1.353 -5.391 0.365 -1.970 0.992 -0.535
O -1.543 -2.019 1.866 -0.107 0.188 1.115 -0.415
O 2.891 0.007 5.885 -0.743 -0.009 -1.201 -0.528
O 3.298 1.797 0.669 1.512 0.312 -0.495 -0.579
O 3.211 4.280 2.124 0.577 0.128 -0.092 -0.548
O 3.451 -3.655 1.035 0.057 0.608 1.264 -0.578
O -5.382 -2.301 -0.789 0.622 -0.530 -0.648 -0.570
O -0.588 -5.353 -1.184 -0.010 0.980 -0.774 -0.538
O -2.436 3.649 3.545 0.512 -0.473 -0.122 -0.570
C -1.672 -1.414 3.176 -0.737 -0.834 -0.676 -0.679
C -1.285 -4.825 -0.060 -0.236 -1.222 0.568 -0.323
C -2.702 0.016 -5.171 0.184 0.932 -0.814 -0.500
C -0.410 4.380 -2.324 -2.940 -0.632 0.886 -0.481
C -2.221 2.675 2.489 -0.385 0.186 0.911 -0.011
C 0.754 -3.019 -4.099 1.263 1.061 -0.069 -0.686
C 3.840 0.631 4.979 -1.594 0.566 0.088 -0.372
C 4.077 1.680 -0.549 -0.783 -0.900 0.951 -0.648
C 2.108 5.157 1.962 0.166 -1.058 0.293 -0.466
C -4.204 -1.694 -0.256 0.310 1.158 0.566 -0.065
C 2.352 -3.454 0.166 -0.622 0.159 0.151 -0.134
H 1.053 -4.055 -3.894 -0.248 0.151 -0.062 0.257
H -3.046 0.447 -6.145 0.292 -0.238 0.696 0.258
H -1.720 -2.254 3.879 0.207 0.186 -0.097 0.273
H -4.609 -0.851 0.356 0.656 -0.763 -0.074 0.211
H 0.788 -2.795 -5.172 0.029 -0.374 0.094 0.268
H -3.562 -1.203 -1.008 -0.389 -0.254 -0.075 -0.004
H -1.317 4.275 -1.706 -0.529 0.325 -0.631 0.193
H -1.720 0.472 -4.939 -0.509 -0.018 0.168 0.210
H -2.195 -1.870 -4.621 -0.436 1.314 -1.298 0.334
H 2.039 5.609 0.971 -0.181 -0.213 -0.041 0.207
H 5.083 1.339 -0.286 -0.074 0.449 -0.082 0.244
H 2.032 -0.068 5.397 1.250 0.072 0.706 0.298
H 3.262 -3.210 1.880 0.244 -0.200 -0.580 0.308
H -3.466 0.289 -4.435 0.237 -0.059 0.207 0.228
H -3.160 2.667 1.955 -0.006 -0.375 -0.684 0.246
H 3.259 3.566 1.465 -0.408 0.054 0.087 0.390
H -2.644 -0.883 3.303 0.652 -0.030 -0.271 0.237
H -1.494 -1.328 1.191 0.115 0.119 0.246 0.467
H -2.614 3.159 4.347 -0.032 0.039 0.141 0.306
H 2.272 5.926 2.690 -0.010 0.635 0.319 0.275
H -1.993 1.660 2.864 -0.102 0.527 -0.071 -0.013
H -1.180 -5.544 0.774 0.084 0.080 -0.483 0.299
H -0.569 -4.647 -1.876 -0.080 -0.847 0.787 0.296
H 0.535 3.581 -0.871 -0.172 0.000 -0.164 0.289
H 4.150 -0.025 4.168 0.345 -0.243 0.260 0.187
H 2.319 -4.392 -0.361 -0.242 0.034 -0.982 0.246
H -3.505 -2.342 0.340 -1.081 0.247 -0.357 0.153
H -0.443 3.501 -2.929 0.323 -0.541 -1.022 0.157
H -5.165 -2.680 -1.658 -0.123 0.154 0.566 0.316
H -0.828 -0.774 3.438 -0.046 0.098 -0.135 0.212
H -0.517 5.290 -2.890 0.564 0.340 -0.179 0.312
H -0.841 -3.921 0.323 -0.173 0.662 -0.131 -0.032
H -1.396 3.006 1.874 0.041 0.083 -0.220 0.028
H 4.630 1.009 5.610 0.473 -0.175 -0.097 0.247
H -0.529 -2.105 -2.879 0.414 -0.016 -0.063 0.358
H 1.492 -2.337 -3.633 -0.134 -0.460 -0.147 0.285
H -2.373 -4.768 -0.236 0.370 0.438 -0.070 0.271
H 4.026 2.615 -1.076 0.437 0.418 -0.384 0.274
H 2.411 1.587 0.400 -0.728 -0.174 0.147 0.541
H 3.361 1.498 4.489 0.263 -0.182 0.197 0.173
H 1.372 -3.377 0.676 0.535 0.104 0.059 0.018
H 1.199 4.621 2.276 -0.156 0.331 -0.492 0.162
H 3.624 0.896 -1.165 0.113 0.125 -0.112 0.256
H 2.468 -2.541 -0.454 0.021 -0.679 0.083 0.161
```
Positions in Å, forces in eV/Å.

Results
molecular weight: 497.42 g/mol
HOMO-LUMO gap: 9.8 eV
net charge: -1

=====

Computed, not measured: a 2-piece molecular cluster, C2H6IN2S overall, with the ωB97M-V functional and the def2-TZVPD basis.

```
12
Properties=species:S:1:pos:R:3:forces:R:3:mulliken_charge:R:1
I -2.751 0.399 -0.176 -0.160 0.260 -0.100 0.322
S 0.446 1.427 1.131 -0.443 -2.637 -0.548 0.106
N 0.670 -1.988 0.325 -0.602 -2.740 0.118 -0.295
N -1.446 -1.124 0.100 -0.545 -0.203 0.133 -0.541
C -0.163 -1.021 0.287 -0.763 4.191 1.149 0.309
C 0.850 2.171 -0.384 0.640 -2.093 -3.367 -0.689
H -1.978 -1.983 0.263 0.610 -0.064 -0.258 0.305
H 0.210 -2.956 0.242 1.623 1.518 0.149 0.263
H 0.163 1.793 -1.218 0.620 -0.094 1.121 0.233
H 1.885 1.957 -0.800 -1.106 0.557 0.943 0.312
H 0.545 3.171 -0.530 -0.004 1.620 0.791 0.392
H 1.569 -1.846 0.760 0.130 -0.316 -0.129 0.283
```
Positions in Å, forces in eV/Å.

Results
molecular weight: 217.06 g/mol
HOMO-LUMO gap (alpha / beta): 6.9 / 6.9 eV
net charge: +1

=====

Computed, not measured: C24H25BrN3ORuS as an isolated structure, with the ωB97M-V functional and the def2-TZVPD basis.

```
56
Properties=species:S:1:pos:R:3:forces:R:3:mulliken_charge:R:1
Ru -0.295 0.318 0.486 0.127 -0.308 -1.389 0.517
Br 0.378 0.368 2.831 0.123 -0.027 0.369 -0.529
S -2.746 -0.060 0.480 0.179 0.402 0.563 -0.244
O -0.528 -1.437 -1.126 0.516 0.294 0.310 -0.773
N -2.764 -1.677 -1.706 -0.252 -0.374 -0.512 -0.006
N -4.706 -0.674 -1.151 0.275 -0.031 -0.026 0.150
N 2.080 -0.350 -0.096 -0.548 -0.411 0.324 0.047
C 5.234 2.308 -0.985 0.099 0.045 -0.027 -0.649
C -1.154 -2.998 -2.788 0.333 -0.171 -0.066 0.454
C 4.000 2.808 -0.624 -0.137 -0.021 0.043 -0.887
C 4.387 0.091 -0.730 -0.093 0.097 -0.054 -0.390
C 2.924 1.970 -0.321 0.173 -0.385 -0.057 0.249
C -1.865 -4.551 -4.480 0.025 -0.077 -0.050 -0.752
C -3.399 -0.851 -0.904 0.444 0.135 0.316 0.596
C -0.794 3.914 0.530 0.103 0.173 0.023 -0.700
C 3.129 0.586 -0.394 0.354 0.322 -0.042 0.093
C -5.520 1.638 -1.206 -0.042 -0.221 0.104 -0.783
C 0.472 -4.298 -3.990 0.098 -0.060 -0.042 -0.811
C 0.421 2.096 -0.515 -0.185 -0.267 0.431 -0.439
C 1.626 2.588 0.015 -0.353 0.230 -0.043 0.901
C -5.346 -1.463 -2.183 -0.144 -0.430 -0.325 -0.684
C 0.170 -3.354 -3.028 -0.161 0.061 0.053 -0.175
C -1.464 -1.956 -1.767 -0.431 0.338 0.248 0.243
C -2.171 -3.609 -3.518 0.123 0.059 0.092 -0.149
C -5.517 0.305 -0.463 -0.110 0.436 0.165 -0.914
C -5.746 -2.833 -1.644 0.066 0.228 -0.035 -1.218
C 5.434 0.939 -1.039 -0.042 0.070 0.030 -0.603
C -0.782 2.777 -0.275 -0.008 0.116 -0.417 -0.103
C -0.544 -4.891 -4.720 -0.023 -0.044 -0.067 -0.339
C 0.394 4.381 1.065 -0.269 0.124 0.053 -0.679
C 1.591 3.739 0.802 0.110 -0.306 -0.219 -0.693
H -6.535 -0.083 -0.395 0.038 -0.082 0.085 0.374
H -0.305 -5.616 -5.482 0.033 -0.128 -0.090 0.391
H 3.844 3.877 -0.602 -0.012 0.055 -0.013 0.496
H -1.720 4.441 0.716 -0.037 0.042 -0.032 0.408
H 0.397 5.273 1.674 -0.035 0.041 0.131 0.383
H -5.125 0.449 0.544 -0.199 -0.101 -0.073 0.424
H -6.367 -2.722 -0.757 -0.087 -0.044 0.060 0.424
H -6.103 2.367 -0.652 -0.110 0.150 0.038 0.409
H 0.951 -2.879 -2.456 0.058 0.046 0.061 0.229
H -5.953 1.525 -2.197 -0.032 0.040 -0.121 0.320
H 2.507 4.112 1.238 0.063 0.044 0.039 0.509
H -4.855 -3.394 -1.374 0.043 -0.058 0.027 0.297
H 6.034 2.990 -1.234 0.063 0.017 -0.007 0.396
H -4.648 -1.581 -3.013 -0.196 0.105 0.001 0.456
H 4.542 -0.979 -0.752 -0.041 -0.120 -0.013 0.422
H -4.506 2.012 -1.309 0.128 0.045 0.003 0.044
H 6.396 0.543 -1.322 0.114 -0.102 -0.011 0.383
H 1.498 -4.579 -4.177 0.093 0.017 -0.005 0.401
H -2.654 -5.024 -5.047 -0.076 -0.019 -0.040 0.410
H 1.993 -1.038 -0.844 -0.110 0.147 0.163 0.200
H -1.688 2.505 -0.821 0.168 -0.139 0.361 0.533
H 2.312 -0.854 0.763 -0.084 0.074 -0.221 0.358
H -6.227 -0.920 -2.532 0.067 0.062 0.007 0.436
H -3.191 -3.330 -3.315 -0.111 0.016 -0.007 0.222
H -6.303 -3.390 -2.392 -0.085 -0.109 -0.097 0.346
```
Positions in Å, forces in eV/Å.

Results
molecular weight: 584.52 g/mol
HOMO-LUMO gap (alpha / beta): 8.0 / 7.1 eV
spin multiplicity: 6
<S²>: 8.772
net charge: 0

=====

Computed, not measured: C48H63AsN2P2Pd as an isolated structure, with the ωB97M-V functional and the def2-TZVPD basis.

```
117
Properties=species:S:1:pos:R:3:forces:R:3:mulliken_charge:R:1
Pd 0.120 -1.151 -0.211 -0.207 0.026 -0.051 0.627
As -0.428 1.872 0.281 0.054 -0.414 -0.130 1.765
P 2.442 -2.016 0.009 -0.268 0.249 0.036 1.524
P -2.099 -2.025 -0.273 0.051 0.098 0.090 1.128
N 0.146 -2.254 1.643 -0.001 0.145 0.152 1.273
N 0.152 0.846 -1.153 0.469 -0.177 0.059 0.044
C -2.024 -4.525 3.580 -0.065 -0.039 -0.003 -0.934
C -0.930 -2.981 2.044 0.033 -0.023 -0.035 0.213
C -0.917 -3.807 3.195 -0.016 -0.059 0.019 -1.175
C 4.065 6.135 1.115 0.055 0.009 0.002 -1.642
C -3.499 -4.260 -1.496 0.061 0.043 0.022 -1.734
C 2.297 -1.484 4.567 0.010 -0.003 -0.079 -0.940
C 1.297 -0.077 -2.986 -0.032 -0.297 -0.161 -0.231
C 2.963 3.906 1.513 0.011 -0.005 -0.039 -1.104
C -1.722 2.316 -2.905 0.047 -0.026 -0.032 -1.595
C -2.576 3.129 2.089 0.022 -0.038 0.069 -2.166
C 1.238 -2.007 2.452 0.020 0.002 -0.185 -0.438
C 1.818 5.509 0.181 0.003 0.047 0.022 -0.952
C 3.549 -1.459 3.964 -0.038 -0.029 -0.052 -1.135
C 3.994 -1.260 -0.669 -0.015 -0.011 -0.137 0.956
C -3.224 -3.723 1.690 0.007 -0.021 -0.075 -0.412
C 1.925 2.997 1.344 0.018 0.008 0.000 0.178
C 0.758 4.634 -0.020 0.032 0.085 -0.024 1.583
C 0.828 3.351 0.535 0.070 -0.102 0.044 -0.576
C -2.582 2.598 -1.704 -0.054 0.001 0.092 0.261
C -3.911 2.925 -1.956 0.013 0.027 0.008 -1.147
C -1.255 -3.624 -2.377 0.136 0.011 0.005 -1.178
C 1.168 0.984 -2.070 -0.200 0.220 0.081 0.454
C 2.647 -3.809 -0.389 0.119 0.028 0.016 0.537
C -3.210 -4.473 2.848 0.052 0.008 0.017 -1.075
C 5.285 -2.076 -0.595 0.000 0.036 0.039 -1.768
C 1.618 -4.692 0.305 -0.064 0.036 0.041 -1.529
C 3.028 2.072 -3.187 -0.006 -0.060 -0.008 -0.570
C -2.108 -3.005 1.250 -0.080 -0.058 -0.006 -0.495
C 2.048 2.080 -2.214 -0.149 -0.178 0.022 -0.009
C -4.798 3.276 -0.951 -0.040 0.022 0.002 0.734
C -3.488 -0.795 -0.125 -0.027 0.037 -0.048 2.002
C 4.203 0.153 -0.127 -0.053 0.054 0.055 -1.467
C 2.029 1.677 2.075 -0.091 -0.136 0.014 -1.146
C -2.532 -3.099 -1.728 -0.114 0.047 -0.020 0.492
C 2.937 5.161 0.925 -0.049 -0.002 0.013 0.659
C -4.316 3.327 0.346 0.043 -0.048 0.007 -0.785
C -6.233 3.603 -1.252 -0.010 -0.002 -0.027 -1.632
C 3.636 -1.672 2.595 0.100 0.018 0.032 -0.620
C -3.501 -0.225 1.291 0.084 0.022 0.096 -1.738
C 3.164 0.992 -4.053 0.027 0.044 -0.005 -0.821
C -4.897 -1.237 -0.518 0.079 0.015 0.015 -1.564
C 2.601 -3.995 -1.904 -0.013 0.000 -0.025 -1.474
C -0.402 5.122 -0.845 -0.052 0.032 -0.020 -1.252
C 2.285 -0.079 -3.950 -0.058 -0.080 -0.021 -0.304
C -2.129 2.590 -0.375 -0.059 0.014 0.005 1.653
C -3.004 2.985 0.651 0.019 0.018 -0.049 0.118
C 1.160 -1.751 3.827 0.030 0.036 0.129 -0.264
C 2.507 -1.923 1.828 -0.011 -0.042 -0.015 0.193
H -4.956 -1.633 -1.528 0.030 -0.045 -0.112 0.385
H 0.598 -4.413 0.036 0.023 0.011 -0.016 -0.062
H -2.505 0.092 1.619 -0.035 -0.028 -0.044 0.198
H 3.733 -1.149 -1.731 0.024 -0.014 0.071 -0.104
H -1.964 -5.141 4.469 -0.007 -0.020 0.031 0.401
H -5.289 -1.987 0.168 -0.004 -0.085 0.069 0.228
H 1.694 -4.624 1.389 0.004 0.009 0.040 0.335
H -0.331 6.201 -0.968 -0.002 0.046 -0.054 0.496
H 1.645 -3.650 -2.299 -0.081 0.018 -0.015 0.089
H 4.896 0.698 -0.768 0.064 0.027 -0.053 0.597
H -0.413 4.674 -1.841 0.018 -0.041 0.016 0.207
H 5.228 -3.004 -1.160 -0.036 -0.075 -0.043 0.399
H -2.998 -2.386 -2.422 0.014 -0.028 -0.001 0.649
H -2.113 2.866 -3.761 0.003 -0.044 -0.023 0.536
H -4.976 3.629 1.151 -0.042 0.020 0.049 0.434
H 1.765 6.497 -0.261 0.009 0.059 -0.022 0.421
H -4.165 0.640 1.330 -0.017 -0.016 0.011 0.549
H 3.020 1.565 2.518 -0.051 0.026 -0.011 0.416
H 4.439 -1.265 4.544 0.044 0.014 0.030 0.443
H 2.367 -0.918 -4.630 0.000 0.003 -0.014 0.439
H -3.373 2.803 2.760 -0.008 0.025 -0.007 0.491
H 0.189 -1.750 4.306 0.030 0.029 0.010 0.638
H 0.589 -0.903 -2.907 0.175 0.198 -0.018 -0.220
H 3.387 -3.443 -2.418 0.055 0.044 -0.022 0.323
H 5.561 -2.333 0.428 -0.003 0.001 0.042 0.223
H 3.638 -4.088 -0.016 0.002 -0.032 -0.025 0.588
H 4.607 -1.626 2.122 -0.006 -0.020 0.020 0.215
H -5.568 -0.377 -0.467 -0.009 0.055 0.004 0.421
H 3.699 2.915 -3.268 0.034 0.052 0.000 0.487
H 3.763 6.963 1.757 -0.020 0.010 0.010 0.337
H -3.092 -4.967 -0.774 0.039 -0.016 0.021 0.330
H -4.256 2.924 -2.984 -0.016 -0.007 -0.055 0.372
H -4.086 -5.020 3.164 -0.025 -0.015 0.007 0.466
H 1.860 0.800 1.442 -0.036 0.160 0.086 -0.587
H -1.712 1.254 -3.160 0.030 -0.032 0.038 0.142
H -0.611 -2.811 -2.722 -0.046 -0.046 0.045 -0.174
H -3.859 -0.973 2.000 -0.002 -0.013 0.018 0.518
H 1.972 2.919 -1.548 -0.019 0.196 0.171 -0.029
H 4.619 0.136 0.881 -0.026 0.034 -0.017 0.343
H -4.472 -3.938 -1.138 -0.102 0.069 0.065 0.322
H -1.499 -4.261 -3.229 -0.006 -0.010 -0.063 0.568
H -1.362 4.895 -0.384 0.075 0.074 -0.016 0.133
H -3.178 0.008 -0.809 -0.038 -0.081 0.028 -0.691
H -0.676 -4.223 -1.671 -0.035 -0.003 -0.018 0.299
H 1.780 -5.732 0.016 0.001 -0.051 -0.004 0.575
H -6.522 4.555 -0.807 -0.005 0.035 0.021 0.367
H 3.938 0.994 -4.807 0.030 -0.001 -0.032 0.376
H -1.684 2.554 2.342 -0.036 -0.011 -0.022 0.254
H 4.380 6.560 0.162 0.004 0.007 -0.009 0.370
H 3.813 3.619 2.120 0.031 0.004 0.017 0.336
H -0.691 2.618 -2.755 0.051 0.035 0.003 0.075
H -6.897 2.840 -0.845 -0.022 -0.027 0.011 0.292
H -4.129 -3.698 1.101 -0.070 0.013 -0.059 0.225
H -0.011 -3.878 3.780 -0.027 -0.043 -0.018 0.566
H -2.363 4.176 2.312 0.042 0.034 0.010 0.381
H 1.293 1.624 2.882 0.015 -0.020 -0.029 0.435
H -3.653 -4.793 -2.435 -0.008 -0.020 -0.038 0.483
H 6.105 -1.491 -1.016 0.031 0.026 -0.021 0.520
H 2.204 -1.287 5.626 -0.003 0.016 0.081 0.377
H -6.408 3.662 -2.324 -0.005 -0.001 -0.032 0.404
H 3.272 0.720 -0.094 0.057 -0.039 -0.067 -0.022
H 4.928 5.653 1.575 0.002 0.000 -0.005 0.364
H 2.709 -5.049 -2.163 0.017 -0.054 0.003 0.525
```
Positions in Å, forces in eV/Å.

Results
molecular weight: 911.34 g/mol
HOMO-LUMO gap (alpha / beta): 6.8 / 4.7 eV
spin multiplicity: 3
<S²>: 2.030
net charge: 0

=====

Computed, not measured: one molecule with the formula C3H3ClO, with the ωB97M-V functional and the def2-TZVPD basis.

```
8
Properties=species:S:1:pos:R:3:forces:R:3:mulliken_charge:R:1
Cl 1.118 1.864 0.371 1.009 1.643 0.371 -0.195
O -0.985 -0.764 -1.325 -0.587 1.229 -0.747 -0.468
C -0.678 0.329 -0.912 -0.433 0.183 0.315 0.059
C 0.370 0.400 0.166 -0.666 -1.071 -0.401 0.313
C 0.505 -0.739 0.820 -0.371 1.166 -0.459 -0.641
H 1.082 -1.060 1.622 1.173 0.025 1.218 0.361
H -1.183 1.332 -1.171 0.577 -1.287 -0.122 0.273
H -0.229 -1.362 0.429 -0.702 -1.889 -0.176 0.298
```
Positions in Å, forces in eV/Å.

Results
molecular weight: 90.51 g/mol
HOMO-LUMO gap: 10.0 eV
net charge: 0
SMILES: C=C(Cl)C=O